1.
Entry from the OMol25 dataset: an isolated molecule of C2H5N3O2S at a distorted geometry (ωB97M-V with the def2-TZVPD basis set).

Geometry as XYZ:
```
13
Properties=species:S:1:pos:R:3:forces:R:3:lowdin_charge:R:1
N 2.729 -1.132 -0.512 -1.99 1.75 -3.06 0.08
C 1.863 -0.292 0.269 0.80 0.33 -0.81 -0.51
O 1.760 -0.083 1.465 0.36 -1.31 -2.40 0.08
N 1.121 0.539 -0.778 2.12 2.44 1.32 0.01
O 0.330 1.511 -0.049 -1.23 0.90 -0.23 -0.17
C -1.023 1.201 -0.019 1.45 -1.49 -2.00 -0.30
N -1.181 -0.082 -0.268 -1.59 3.51 2.12 -0.42
S -2.745 -0.689 0.131 1.10 -2.63 -3.66 0.60
H 2.538 -0.975 -1.721 0.76 -1.09 5.32 0.22
H 3.209 -1.975 -0.176 -0.56 0.89 -0.19 0.09
H 1.837 1.332 -1.029 -0.98 -2.37 0.05 0.17
H -1.652 2.237 -0.059 1.12 -3.02 0.75 0.19
H -2.450 -1.754 -1.033 -1.36 2.09 2.79 -0.01
```
Forces are in eV/Å.

Summary:
- Frontier orbital gap: 8.89 eV
- Energy relative to the best compared isomer or geometry (same formula, charge and spin): 122.4 kcal/mol
- SMILES: NC(=O)NO/C=N/S
- Calculated total energy: -791.97016 Eh
- LUMO: 0.45 eV



2.
Entry from the OMol25 dataset: a structure of composition C2H5N3O3 at a distorted geometry (ωB97M-V with the def2-TZVPD basis set).

Geometry as XYZ:
```
13
Properties=species:S:1:pos:R:3:forces:R:3:lowdin_charge:R:1
C 0.275 -0.336 -0.424 -4.08 0.64 3.04 -0.51
C 0.362 1.812 0.246 0.35 1.87 5.54 -0.32
H 1.260 -2.346 1.341 -1.97 -0.96 -5.14 0.23
H 1.213 -3.346 -0.357 0.05 2.37 0.60 0.06
H -1.402 -1.425 -0.341 0.56 -0.07 0.73 0.12
H -2.266 0.885 0.153 0.27 -0.34 0.12 0.10
H 1.016 2.686 -0.004 -1.11 0.02 0.23 0.16
N 0.741 -2.487 0.080 2.24 1.62 3.87 -0.04
N 1.205 -1.082 -0.469 4.47 -6.81 -0.40 0.08
N -0.997 -0.654 0.214 -0.28 2.10 -3.26 0.08
O -1.672 0.467 -0.489 -2.58 -0.43 0.67 -0.10
O 0.538 0.960 -0.685 0.78 -1.04 -2.76 0.08
O -0.152 1.605 1.363 1.31 1.03 -3.24 0.05
```
Forces are in eV/Å.

Summary:
- Frontier orbital gap: 10.25 eV
- Energy relative to the best compared isomer or geometry (same formula, charge and spin): 137.0 kcal/mol
- Calculated total energy: -468.98233 Eh
- LUMO: 0.58 eV



3.
Entry from the OMol25 dataset: a structure of composition C2H5N3OS at a distorted geometry (ωB97M-V with the def2-TZVPD basis set).

Geometry as XYZ:
```
12
Properties=species:S:1:pos:R:3:forces:R:3:lowdin_charge:R:1
C -0.540 0.797 -0.062 -3.61 1.43 1.21 -0.56
C 1.771 0.016 0.265 5.00 -3.45 1.13 -0.24
H -0.150 -2.734 0.325 -0.63 1.15 -0.77 -0.09
H -1.943 -0.397 0.975 1.25 -0.07 -0.45 0.08
H -2.260 1.404 -0.691 1.23 1.00 1.04 0.06
H 1.043 1.144 -1.545 -0.50 -0.71 5.24 0.34
H 1.395 -0.112 1.556 1.84 -0.41 -3.81 0.21
N -0.954 -0.507 0.642 -1.03 3.00 -1.09 -0.41
N -1.316 1.844 -0.444 1.29 -5.19 0.28 0.10
N 0.824 0.889 -0.158 2.84 0.63 -7.47 -0.01
O 2.961 -0.556 -0.388 -8.34 4.33 4.18 -0.18
S -0.832 -1.788 -0.474 0.65 -1.71 0.52 0.71
```
Forces are in eV/Å.

Summary:
- Frontier orbital gap: 9.33 eV
- Energy relative to the best compared isomer or geometry (same formula, charge and spin): 157.3 kcal/mol
- Calculated total energy: -716.68997 Eh
- LUMO: -0.59 eV



4.
Entry from the OMol25 dataset: an isolated molecule of C2H5N3OS at a distorted geometry (ωB97M-V with the def2-TZVPD basis set).

Geometry as XYZ:
```
12
Properties=species:S:1:pos:R:3:forces:R:3:lowdin_charge:R:1
C 2.060 -0.086 -1.529 0.65 0.18 -1.19 -0.01
N 1.725 -0.292 -0.347 -0.02 -0.36 1.69 -0.01
O 0.371 -0.063 -0.127 -0.56 0.16 -1.08 -0.13
C -0.089 -0.217 1.134 2.13 -0.15 0.70 -0.91
S 0.865 -0.533 2.464 -0.74 0.12 -0.53 0.60
N -1.398 -0.033 1.148 -1.20 0.10 0.86 -0.09
N -2.219 0.341 0.074 0.37 -0.49 0.17 0.04
H 1.407 0.237 -2.344 0.02 -0.06 0.27 0.09
H 3.129 -0.255 -1.699 -0.48 0.08 -0.14 0.09
H -1.823 0.043 2.059 0.08 -0.22 -0.06 0.13
H -1.901 1.267 -0.205 -0.19 -0.45 -0.74 0.09
H -2.126 -0.407 -0.628 -0.07 1.09 0.06 0.10
```
Forces are in eV/Å.

Summary:
- Frontier orbital gap: 9.03 eV
- Energy relative to the best compared isomer or geometry (same formula, charge and spin): 88.9 kcal/mol
- SMILES: C=NOC(=S)NN
- Calculated total energy: -716.79899 Eh
- LUMO: 0.68 eV



5.
Entry from the OMol25 dataset: an isolated molecule of C2H5N3OS2 at a distorted geometry (ωB97M-V with the def2-TZVPD basis set).

Geometry as XYZ:
```
13
Properties=species:S:1:pos:R:3:forces:R:3:lowdin_charge:R:1
H 1.986 0.842 -0.974 -0.99 0.19 0.88 0.12
N 1.124 0.748 -0.374 2.75 0.44 -2.66 0.06
C 1.004 -0.443 0.014 -1.30 -1.47 1.43 -0.75
N 1.911 -1.448 0.004 -0.23 -0.77 0.13 0.08
S -0.447 -1.030 0.846 0.58 -1.12 0.68 1.00
C -1.844 -0.260 0.178 -0.84 1.68 0.03 -1.24
S -3.184 -1.103 -0.180 -0.61 -0.88 -0.34 0.60
N -1.875 1.066 0.236 2.02 2.50 -0.58 -0.11
O -0.752 1.859 0.598 -1.21 0.16 0.47 -0.13
H 1.770 -2.438 0.253 -0.42 1.27 -0.28 0.12
H 2.773 -1.220 -0.397 1.48 0.13 -0.48 0.08
H -2.545 1.722 -0.188 -0.02 -1.40 0.25 0.16
H 0.077 1.705 -0.016 -1.21 -0.73 0.48 0.02
```
Forces are in eV/Å.

Summary:
- Frontier orbital gap: 8.73 eV
- Energy relative to the best compared isomer or geometry (same formula, charge and spin): 50.6 kcal/mol
- SMILES: [H]/N=C(\N)SC(=S)NO
- Calculated total energy: -1115.01399 Eh
- LUMO: 0.36 eV



6.
Entry from the OMol25 dataset: an isolated molecule of C2H5N3P2 at a distorted geometry (ωB97M-V with the def2-TZVPD basis set).

Geometry as XYZ:
```
12
Properties=species:S:1:pos:R:3:forces:R:3:lowdin_charge:R:1
N -1.464 1.302 0.617 3.84 0.23 -1.75 -0.15
P -0.218 0.708 -0.421 -0.61 0.68 2.32 0.69
C 1.298 1.843 -0.149 -2.93 -3.20 -0.37 -0.58
P 2.183 0.446 0.139 2.23 0.10 0.51 0.65
N 1.701 -1.289 0.043 -0.76 -0.27 0.12 -0.37
N 0.489 -1.959 0.013 0.54 -1.25 0.88 -0.14
C -0.605 -1.368 -0.124 4.07 4.68 -0.56 -0.17
H -2.236 0.741 0.710 -2.41 -1.04 0.29 -0.01
H -1.530 2.292 0.540 -0.63 0.60 0.26 0.03
H -0.497 0.782 -1.754 -0.56 0.15 -0.91 -0.03
H 2.478 -1.837 0.483 -1.32 0.38 -0.76 0.05
H -1.600 -1.661 -0.097 -1.45 -1.07 -0.03 0.03
```
Forces are in eV/Å.

Summary:
- Frontier orbital gap: 8.97 eV
- Energy relative to the best compared isomer or geometry (same formula, charge and spin): 96.4 kcal/mol
- SMILES: N[PH]12C#P1NN=C2
- Calculated total energy: -925.98980 Eh
- LUMO: 0.41 eV



7.
Entry from the OMol25 dataset: an isolated molecule of C2H5N3P2 at a distorted geometry (ωB97M-V with the def2-TZVPD basis set).

Geometry as XYZ:
```
12
Properties=species:S:1:pos:R:3:forces:R:3:lowdin_charge:R:1
P -1.998 0.905 -0.307 0.27 0.31 -1.82 0.82
C -0.726 -0.379 -0.175 1.05 1.23 0.17 -0.64
N -0.951 -1.673 -0.025 -2.17 0.86 0.10 0.05
N 0.211 -2.160 0.151 0.33 -0.98 -0.30 -0.12
N 1.229 -1.398 0.097 0.98 2.35 -0.07 0.05
C 0.684 -0.169 -0.111 -0.18 -2.38 0.44 -0.61
P 1.729 1.257 0.087 1.73 -0.46 -4.04 0.86
H -1.331 1.424 -1.528 -1.02 -0.33 0.69 -0.07
H -1.303 1.922 0.357 0.09 -0.02 0.60 -0.15
H 0.314 -3.082 0.401 0.26 -2.49 0.35 0.13
H 1.482 1.342 1.334 -0.74 0.53 4.17 -0.16
H 0.661 2.010 -0.282 -0.60 1.38 -0.29 -0.16
```
Forces are in eV/Å.

Summary:
- Frontier orbital gap: 10.43 eV
- Energy relative to the best compared isomer or geometry (same formula, charge and spin): 32.2 kcal/mol
- SMILES: Pc1n[nH]nc1P
- Calculated total energy: -926.09196 Eh
- LUMO: 0.92 eV



8.
Entry from the OMol25 dataset: an isolated molecule of C2H5N3S at a distorted geometry (ωB97M-V with the def2-TZVPD basis set).

Geometry as XYZ:
```
11
Properties=species:S:1:pos:R:3:forces:R:3:lowdin_charge:R:1
H -1.860 0.492 -1.726 2.51 0.00 -0.55 0.04
N -0.864 0.671 -2.140 2.47 -1.48 3.39 0.05
C 0.146 0.257 -1.376 -1.74 -0.43 -1.07 -0.27
N 0.098 -0.567 -0.064 0.10 3.58 -2.03 -0.52
S -1.471 -0.891 0.429 -0.78 -0.77 0.84 0.75
C 1.116 0.000 0.803 0.69 -2.14 1.43 -0.34
N 1.204 -0.172 2.100 -1.60 -0.54 -1.91 0.04
H 0.362 -0.762 2.612 2.30 2.04 -2.30 0.10
H 1.316 0.335 -1.568 -2.95 0.32 -0.57 0.12
H -2.029 0.271 0.913 0.80 -0.12 -0.31 -0.10
H 1.983 0.367 0.017 -1.80 -0.45 3.08 0.14
```
Forces are in eV/Å.

Summary:
- Frontier orbital gap: 10.35 eV
- Energy relative to the best compared isomer or geometry (same formula, charge and spin): 83.4 kcal/mol
- SMILES: [H]/N=C\N(S)/C=N\[H]
- Calculated total energy: -641.55120 Eh
- LUMO: 0.40 eV



9.
Entry from the OMol25 dataset: an isolated molecule of C2H5N3S at a distorted geometry (ωB97M-V with the def2-TZVPD basis set).

Geometry as XYZ:
```
11
Properties=species:S:1:pos:R:3:forces:R:3:lowdin_charge:R:1
H -2.464 -0.185 0.619 -0.42 0.33 -0.15 0.02
N -2.506 0.387 -0.230 0.87 -0.39 -0.40 0.09
C -1.336 0.454 -0.733 -0.16 -0.41 1.64 -0.32
N -0.141 -0.029 -0.143 -0.28 -0.19 1.21 -0.46
S 1.343 0.093 -1.033 -0.08 0.21 -0.26 0.79
C -0.090 -0.389 1.224 0.64 -0.38 -0.53 -0.29
N 1.033 -0.468 1.835 -0.89 -0.09 -0.83 0.06
H 0.930 -0.854 2.762 -0.16 0.09 0.25 0.05
H -1.160 0.985 -1.636 0.08 0.35 -0.89 0.09
H 2.130 -0.357 -0.040 -0.26 0.07 0.09 -0.14
H -1.068 -0.696 1.645 0.66 0.41 -0.13 0.12
```
Forces are in eV/Å.

Summary:
- Frontier orbital gap: 9.35 eV
- Energy relative to the best compared isomer or geometry (same formula, charge and spin): 45.4 kcal/mol
- SMILES: [H]/N=C\N(S)/C=N/[H]
- Calculated total energy: -641.61161 Eh
- LUMO: 0.69 eV



10.
Entry from the OMol25 dataset: an isolated molecule of C2H5N3S at a distorted geometry (ωB97M-V with the def2-TZVPD basis set).

Geometry as XYZ:
```
11
Properties=species:S:1:pos:R:3:forces:R:3:lowdin_charge:R:1
H -2.022 -1.024 -0.053 -0.16 -0.26 0.15 -0.01
N -1.812 -0.933 0.941 1.57 1.10 0.45 0.10
C -0.706 -0.300 1.073 -0.91 -0.26 1.75 -0.33
N 0.169 0.168 0.058 -0.88 -1.00 -0.16 -0.51
S 1.736 0.664 0.480 -0.25 0.66 -0.28 0.81
C -0.190 -0.086 -1.260 0.03 0.79 -0.32 -0.31
N -1.331 -0.535 -1.629 1.04 0.55 -0.78 0.07
H -1.328 -0.457 -2.651 -0.24 -0.40 0.28 0.07
H -0.318 -0.011 2.097 -0.41 -0.47 -1.14 0.10
H 1.516 2.015 0.404 0.15 -0.58 0.10 -0.11
H 0.578 0.259 -1.953 0.05 -0.12 -0.04 0.11
```
Forces are in eV/Å.

Summary:
- Frontier orbital gap: 10.06 eV
- Energy relative to the best compared isomer or geometry (same formula, charge and spin): 41.1 kcal/mol
- SMILES: [H]/N=C\N(S)/C=N/[H]
- Calculated total energy: -641.61855 Eh
- LUMO: 0.47 eV



11.
Entry from the OMol25 dataset: an isolated molecule of C2H5N3S at a distorted geometry (ωB97M-V with the def2-TZVPD basis set).

Geometry as XYZ:
```
11
Properties=species:S:1:pos:R:3:forces:R:3:lowdin_charge:R:1
H 3.152 -0.976 -0.044 -1.21 0.58 0.20 0.07
N 2.315 -0.351 0.008 0.35 -0.85 -0.11 0.06
C 1.208 -0.976 0.017 -0.11 0.25 -0.31 -0.35
N -0.007 -0.281 -0.006 0.66 -0.64 0.07 -0.47
S 0.083 1.439 -0.004 -0.66 0.20 0.02 0.81
C -1.209 -0.960 -0.018 0.33 -0.42 0.24 -0.35
N -2.311 -0.345 0.007 -1.53 -0.89 -0.01 0.05
H -3.107 -1.032 0.022 1.08 1.01 -0.07 0.07
H 1.038 -2.063 -0.003 0.25 0.26 0.04 0.12
H -1.283 1.557 0.043 0.67 -0.14 -0.02 -0.13
H -1.110 -2.066 -0.013 0.15 0.64 -0.05 0.13
```
Forces are in eV/Å.

Summary:
- Frontier orbital gap: 9.22 eV
- Energy relative to the best compared isomer or geometry (same formula, charge and spin): 36.5 kcal/mol
- SMILES: [H]/N=C/N(S)/C=N/[H]
- Calculated total energy: -641.62594 Eh
- LUMO: 0.71 eV



12.
Entry from the OMol25 dataset: an isolated molecule of C2H5N3S2 at a distorted geometry (ωB97M-V with the def2-TZVPD basis set).

Geometry as XYZ:
```
12
Properties=species:S:1:pos:R:3:forces:R:3:lowdin_charge:R:1
H 1.662 1.253 0.543 1.01 -0.63 -1.59 0.06
N 2.083 0.809 -0.343 -2.21 0.14 2.27 0.06
C 1.455 -0.291 -0.542 1.04 0.35 -0.49 -0.81
N 1.872 -1.073 -1.606 -0.12 0.08 -0.81 0.02
S 0.205 -1.184 0.409 0.66 -0.72 -0.73 0.93
N -0.426 -0.056 1.436 0.15 0.18 1.36 -0.45
C -1.405 0.793 1.062 -0.62 1.60 0.27 -0.83
S -1.979 1.112 -0.415 0.05 -0.34 -0.30 0.63
H 2.520 -0.500 -2.193 -0.96 -1.09 0.50 0.12
H 1.180 -1.681 -2.084 0.85 0.93 0.46 0.09
H -0.199 -0.140 2.440 -0.17 0.18 -1.02 0.12
H -1.781 1.451 1.864 0.30 -0.66 0.07 0.06
```
Forces are in eV/Å.

Summary:
- Frontier orbital gap: 9.10 eV
- Energy relative to the best compared isomer or geometry (same formula, charge and spin): 35.8 kcal/mol
- SMILES: [H]/N=C(/N)SNC=S
- Calculated total energy: -1039.82630 Eh
- LUMO: 0.36 eV